ORCA calculation (the ωB97M-V functional and the def2-TZVPD basis) on a cluster of 6 separate species, C24H36N6 in total.

```
! wB97M-V def2-TZVPD RIJCOSX def2/J DEFGRID3
* xyz 0 1
C -32.57604 16.91998 8.93155
C -33.34203 16.21292 9.89781
C -33.38522 16.96442 11.03721
N -32.63956 18.08832 10.79862
C -32.17264 18.09220 9.51714
H -32.43868 16.57018 7.92191
H -33.78711 15.24191 9.75327
H -33.78076 16.86437 12.03143
H -32.60160 18.89459 11.40445
H -31.56905 18.88554 9.11029
C -35.01022 18.21777 17.40553
C -34.57574 19.21910 16.49018
C -35.16013 20.40196 16.87693
N -35.89944 20.15179 17.99295
C -35.78685 18.83027 18.35367
H -34.70187 17.18478 17.33194
H -33.89857 19.05330 15.66820
H -35.14822 21.37384 16.41503
H -36.41245 20.85171 18.49696
H -36.29795 18.43755 19.21416
C -30.04751 16.64672 18.83900
C -29.79958 17.95136 19.34556
C -30.87250 18.72760 19.00894
N -31.75300 17.95337 18.31955
C -31.27714 16.67393 18.24040
H -29.42332 15.77689 18.95970
H -28.97710 18.27284 19.96291
H -31.13538 19.73059 19.30057
H -32.66783 18.24948 18.01510
H -31.81910 15.94470 17.65862
C -30.83215 14.21344 15.02967
C -31.96047 13.20790 15.17211
C -33.34158 13.80328 14.96824
C -33.80647 14.61402 16.09957
N -34.12588 15.29005 16.97828
H -30.88394 15.04411 15.73449
H -30.76894 14.57856 14.00377
H -29.88097 13.70982 15.22811
H -31.88121 12.70177 16.13542
H -31.78534 12.45946 14.39548
H -34.10339 13.06528 14.72498
H -33.30768 14.55384 14.16652
C -29.43488 20.49477 15.03923
C -30.61668 19.52348 15.13838
C -30.66041 18.56175 13.95667
C -31.83957 17.69446 14.04038
N -32.73073 16.99350 14.24172
H -29.30430 21.01765 15.98502
H -29.53165 21.21268 14.22543
H -28.50904 19.93720 14.85410
H -31.51985 20.13584 15.07068
H -30.55315 18.97242 16.07406
H -29.79151 17.89726 13.94702
H -30.71763 19.09927 13.00790
C -36.91237 22.44059 10.26832
C -35.86828 22.02732 11.29533
C -34.50260 21.85904 10.61216
C -33.49133 21.29444 11.47108
N -32.70665 20.82870 12.17168
H -36.57574 23.35134 9.77251
H -37.90079 22.57081 10.70097
H -37.01575 21.67109 9.49631
H -36.12517 21.15788 11.89537
H -35.73358 22.86289 11.99250
H -34.19607 22.81518 10.18016
H -34.62380 21.24875 9.70737
*
```

Results
* maximum force: 1.34 eV/Å
* HOMO-LUMO gap: 8.4 eV
* total energy: -1264.5956 Ha
* energy relative to the best compared isomer or geometry (same formula, charge and spin): 0.00 kcal/mol
* E_LUMO: 0.6 eV
* SMILES string: c1cc[nH]c1.c1cc[nH]c1.c1cc[nH]c1.CCCC#N.CCCC#N.CCCC#N



ORCA calculation (the ωB97M-V functional and the def2-TZVPD basis) on an isolated molecule of C7H3F13O.

```
! wB97M-V def2-TZVPD RIJCOSX def2/J DEFGRID3
* xyz 0 1
C 0.91221 1.10835 2.91160
O 1.13322 1.21260 1.44415
C 0.39680 0.30256 0.54879
F -0.65836 -0.17795 1.20985
C 1.15897 -1.02646 0.18228
F 2.25242 -0.84084 -0.72316
F 0.18927 -1.83612 -0.40022
C 1.77753 -1.84001 1.46754
F 0.84626 -2.16145 2.32555
F 2.74104 -1.01252 2.21295
F 2.43834 -2.93109 0.98441
C -0.34818 1.09096 -0.53787
F -1.49562 0.43987 -0.94295
C -0.94177 2.35148 -0.05035
F -1.81097 2.91114 -0.91091
F 0.00344 3.40089 0.07935
F -1.69333 2.32726 1.10058
C 0.57686 1.35787 -1.81569
F 1.80629 1.85897 -1.26664
F -0.01307 2.38039 -2.57861
F 0.86449 0.25219 -2.49313
H 0.14558 1.95405 3.11641
H 1.74297 1.51460 3.54815
H 0.67588 0.06350 3.28815
*
```

Results
* maximum force: 6.70 eV/Å
* HOMO-LUMO gap: 12.0 eV
* total energy: -1641.9670 Ha
* energy relative to the best compared isomer or geometry (same formula, charge and spin): 6.52 kcal/mol
* E_LUMO: 0.6 eV
* SMILES string: CO[C@](F)(C(F)(F)C(F)(F)F)C(F)(C(F)(F)F)C(F)(F)F



ORCA calculation (the ωB97M-V functional and the def2-TZVPD basis) on a structure of composition C32H33FN5S4Ti.

```
! wB97M-V def2-TZVPD RIJCOSX def2/J DEFGRID3
* xyz -1 3
Ti 0.03303 0.29161 -0.23879
S 2.24045 0.66909 -1.37315
C 2.32807 -0.75355 -2.41068
C 3.56706 -1.35394 -2.65658
C 3.68360 -2.46692 -3.46936
C 2.55972 -3.01616 -4.07524
C 1.32558 -2.42832 -3.85737
C 1.20628 -1.32137 -3.02746
S -0.39040 -0.58162 -2.76922
C -1.33796 -1.98044 -2.04007
C -2.31881 -1.42768 -1.06533
C -3.64599 -1.75363 -1.12394
C -4.54573 -1.30799 -0.14648
C -4.00841 -0.52994 0.88589
C -2.68982 -0.16760 0.88711
C -2.11941 0.67412 1.98128
S -0.40224 0.20038 2.33241
C -0.57422 -1.53762 2.65021
C -1.35944 -1.95146 3.71930
C -1.51973 -3.29821 3.98975
C -0.86080 -4.22354 3.18332
C -0.06554 -3.80684 2.13540
C 0.10215 -2.44795 1.82586
S 1.13739 -1.94718 0.50119
N -1.79687 -0.57426 -0.09738
H 4.43983 -0.93629 -2.17276
H 4.65830 -2.91217 -3.62571
H 2.64465 -3.88610 -4.71360
H 0.43885 -2.82909 -4.33331
H -1.84473 -2.55652 -2.81215
H -0.58603 -2.59398 -1.53300
H -3.97902 -2.39566 -1.92993
H -5.58949 -1.58084 -0.16809
H -4.62842 -0.19983 1.71064
H -2.01383 1.72140 1.69270
H -2.74073 0.62130 2.87708
H -1.84654 -1.20910 4.33922
H -2.14133 -3.62282 4.81236
H -0.97114 -5.28375 3.37603
H 0.44306 -4.53316 1.51416
F -0.76789 7.38110 1.25936
C -0.80519 6.13327 0.70733
C 0.18593 5.75473 -0.17583
C 0.13086 4.48826 -0.73826
C -0.88240 3.56912 -0.43209
C -0.89638 2.21669 -1.03191
C -1.88220 4.02569 0.44002
C -1.85019 5.28754 1.01732
H 0.98108 6.44589 -0.42108
H 0.89936 4.19275 -1.44417
H -1.93487 1.89944 -1.20028
H -0.39274 2.26552 -2.00578
H -2.73579 3.38725 0.63688
H -2.63164 5.62138 1.68660
C 2.87212 1.39538 2.52778
N 3.81659 2.13130 3.37804
C 4.67800 2.93398 2.50805
N 3.91986 3.86645 1.67630
C 2.97786 3.08018 0.86951
N 2.05840 2.29009 1.70075
C 1.33521 3.21588 2.57941
N 2.24101 3.99243 3.43259
C 3.04237 3.05038 4.21357
C 3.14657 4.73888 2.55979
H 2.21266 0.80634 3.17007
H 3.41589 0.71511 1.86828
H 5.24590 2.26243 1.86056
H 5.37790 3.50070 3.12950
H 3.54085 2.40203 0.22971
H 2.39306 3.75606 0.24719
H 0.66865 2.63684 3.22313
H 0.74044 3.89645 1.96884
H 2.37619 2.46577 4.85310
H 3.73154 3.61550 4.84789
H 3.83632 5.31821 3.18001
H 2.55626 5.42633 1.95013
*
```

Results
* maximum force: 0.78 eV/Å
* HOMO-LUMO gap (alpha / beta): 5.2 / 6.9 eV
* total energy: -4055.1859 Ha
* energy relative to the best compared isomer or geometry (same formula, charge and spin): 0.00 kcal/mol
* E_LUMO (alpha / beta): 2.5 / 2.5 eV



ORCA calculation (the ωB97M-V functional and the def2-TZVPD basis) on a structure of composition C4H13N3.

```
! wB97M-V def2-TZVPD RIJCOSX def2/J DEFGRID3
* xyz 0 1
C -0.33925 0.19215 0.53583
C 0.33257 1.14668 -0.29190
C -0.17228 -0.69795 -1.42774
C 0.58696 -1.99591 -1.27367
N 0.38824 -0.50206 1.47074
N -1.67000 0.36427 0.84607
N 0.62815 2.57166 0.95399
H -0.06302 -1.29062 1.90892
H 1.35889 -0.65663 1.25039
H -2.02246 -0.05717 1.69056
H -2.16637 1.05853 0.31094
H 1.00960 2.19317 1.82237
H -0.27577 2.96596 1.22166
H 1.37932 0.99812 -0.50384
H -0.25473 1.76251 -0.95266
H -1.24808 -0.84612 -1.52507
H 0.14948 -0.17516 -2.32932
H 1.65484 -1.81383 -1.11048
H 0.51680 -2.63244 -2.16284
H 0.20711 -2.58515 -0.43395
*
```

Results
* maximum force: 4.75 eV/Å
* HOMO-LUMO gap: 7.4 eV
* total energy: -324.3262 Ha
* energy relative to the best compared isomer or geometry (same formula, charge and spin): 93.35 kcal/mol
* E_LUMO: 0.7 eV